Here is 9 unconnected molecules or ions with the total composition C29H44F9N5O9P in a non-equilibrium geometry from the Open Molecules 2025 dataset. Energies are from ωB97M-V with the def2-TZVPD basis set.

```
97
C29H44F9N5O9P ωB97M-V with the def2-TZVPD basis set
P -0.713 -0.322 -0.112
F -1.985 -1.345 0.071
F -1.010 0.034 1.475
F 0.189 -1.583 0.307
F 0.613 0.653 -0.140
F -0.419 -0.652 -1.655
F -1.682 0.884 -0.609
C 4.917 0.379 1.893
C 4.562 1.482 0.921
C 3.033 1.754 1.062
C 2.730 2.308 2.384
N 2.465 2.785 3.406
H 5.974 0.188 1.705
H 4.335 -0.515 1.671
H 4.797 0.577 2.958
H 4.710 1.103 -0.090
H 5.159 2.389 1.024
H 2.451 0.833 1.006
H 2.630 2.350 0.244
C 1.890 -1.113 -4.480
C 3.209 -1.464 -3.736
C 3.319 -0.729 -2.394
C 3.246 0.700 -2.552
N 3.211 1.836 -2.622
H 1.009 -1.309 -3.869
H 1.755 -1.667 -5.409
H 1.976 -0.042 -4.666
H 4.109 -1.173 -4.278
H 3.322 -2.542 -3.620
H 4.277 -0.905 -1.905
H 2.637 -1.153 -1.657
C -2.047 6.013 -0.094
C -1.897 4.458 0.054
C -0.492 3.890 0.308
C 0.269 4.692 1.260
N 0.882 5.313 1.985
H -1.842 6.480 0.869
H -3.014 6.283 -0.517
H -1.351 6.489 -0.784
H -2.243 3.997 -0.871
H -2.647 4.118 0.769
H 0.077 3.765 -0.613
H -0.627 2.854 0.619
C 2.303 -2.573 3.502
C 2.415 -4.075 3.940
C 2.447 -5.031 2.682
C 2.214 -6.435 3.061
N 1.990 -7.541 3.301
H 3.171 -2.347 2.883
H 2.454 -1.958 4.389
H 1.438 -2.375 2.869
H 1.533 -4.297 4.540
H 3.230 -4.097 4.665
H 3.405 -4.941 2.170
H 1.679 -4.813 1.940
C -0.621 1.027 -5.028
C -0.462 2.529 -4.897
C -1.431 3.119 -3.924
C -2.825 2.765 -4.002
N -3.974 2.477 -4.004
H -0.396 0.482 -4.111
H 0.024 0.607 -5.800
H -1.642 0.730 -5.270
H -0.604 3.028 -5.856
H 0.540 2.710 -4.510
H -1.250 4.194 -3.946
H -1.118 2.923 -2.898
C -3.807 -0.967 -2.687
C -4.050 -2.419 -2.670
O -3.249 -2.800 -3.799
C -3.115 -1.726 -4.611
O -2.474 -1.692 -5.626
O -3.641 -0.691 -4.005
F -5.341 -2.748 -2.861
H -2.958 -0.677 -2.068
H -4.574 -0.344 -2.229
H -3.745 -2.804 -1.697
C -1.166 -4.196 1.567
C -2.168 -3.337 2.302
O -1.745 -3.505 3.630
C -1.217 -4.794 3.682
O -0.955 -5.416 4.729
O -0.962 -5.224 2.459
F -3.441 -3.623 1.957
H -0.212 -3.712 1.359
H -1.467 -4.634 0.615
H -1.920 -2.307 2.044
C -2.483 1.147 3.697
C -1.530 2.278 4.059
O -2.030 2.790 5.245
C -3.305 2.457 5.282
O -4.101 2.854 6.161
O -3.641 1.626 4.309
F -1.550 3.201 3.111
H -2.157 0.197 4.121
H -2.772 0.957 2.663
H -0.521 1.909 4.242
```

## Properties
Gap between HOMO and LUMO in eV: 10.77
HOMO level in eV: -8.89
Net charge: -1

Here is a molecular structure, C34H44CoN6O8S3Se in a non-equilibrium geometry from the Open Molecules 2025 dataset. Energies are from ωB97M-V with the def2-TZVPD basis set.

```
97
C34H44CoN6O8S3Se ωB97M-V with the def2-TZVPD basis set
Co -0.328 0.357 -0.420
O -2.597 3.308 1.627
C -1.952 2.357 1.154
O -0.731 2.228 0.912
C -2.730 1.035 0.971
C -3.972 0.758 1.533
C -4.395 -0.562 1.613
C -3.528 -1.587 1.237
C -2.314 -1.230 0.684
N -2.003 0.046 0.460
C -1.103 -2.148 0.516
O -1.257 -3.379 0.566
O -0.013 -1.506 0.415
H -4.547 1.583 1.931
H -5.366 -0.799 2.034
H -3.750 -2.635 1.399
C 2.982 1.217 -3.538
C 1.714 1.287 -2.701
S 1.765 0.477 -1.162
C 0.616 1.957 -3.113
C 0.589 2.671 -4.447
S -0.823 2.067 -2.146
H 3.763 0.698 -2.981
H 3.359 2.212 -3.800
H 2.820 0.671 -4.476
H 1.583 2.792 -4.883
H 0.136 3.660 -4.333
H -0.029 2.118 -5.167
C 4.757 -3.702 3.304
C 3.532 -3.623 4.210
C 2.263 -4.145 3.536
C 1.702 -3.201 2.478
N 1.096 -2.015 3.070
C 1.565 -0.740 2.919
Se 3.186 -0.215 2.265
N 0.582 0.090 3.377
C 0.604 1.551 3.341
C 0.756 2.153 4.734
C 2.139 1.941 5.350
C 3.206 2.833 4.722
C -0.516 -0.649 3.779
C -1.750 -0.265 4.277
C -2.652 -1.277 4.586
C -2.329 -2.621 4.384
C -1.094 -2.998 3.870
C -0.193 -1.988 3.580
H 5.659 -3.383 3.831
H 4.641 -3.045 2.440
H 4.916 -4.726 2.948
H 3.376 -2.580 4.501
H 3.713 -4.194 5.126
H 1.494 -4.319 4.295
H 2.466 -5.110 3.059
H 0.933 -3.683 1.874
H 2.476 -2.839 1.803
H -0.315 1.885 2.869
H 1.413 1.839 2.674
H -0.005 1.721 5.392
H 0.544 3.223 4.656
H 2.433 0.894 5.226
H 2.085 2.135 6.427
H 3.345 2.586 3.668
H 4.172 2.701 5.217
H 2.926 3.888 4.797
H -2.010 0.778 4.396
H -3.629 -1.015 4.973
H -3.062 -3.385 4.614
H -0.862 -4.034 3.663
C -5.779 -4.016 -1.886
C -5.176 -5.176 -2.673
S -3.842 -5.980 -1.831
O -3.386 -7.073 -2.663
O -4.273 -6.260 -0.483
C -2.577 -4.763 -1.755
C -1.963 -4.421 -3.123
N -1.747 -2.982 -3.255
C -0.795 -2.332 -2.525
N -1.122 -1.083 -2.268
C -2.326 -0.871 -2.828
C -2.747 -2.028 -3.430
N -3.879 -2.215 -4.244
O -3.954 -3.228 -4.915
O -4.731 -1.364 -4.240
C 0.503 -2.952 -2.163
H -6.591 -3.571 -2.461
H -5.051 -3.222 -1.710
H -6.158 -4.354 -0.924
H -4.798 -4.850 -3.642
H -5.882 -5.997 -2.813
H -1.855 -5.154 -1.039
H -3.021 -3.881 -1.291
H -2.594 -4.739 -3.945
H -1.000 -4.912 -3.225
H -2.815 0.091 -2.788
H 0.934 -3.439 -3.040
H 0.383 -3.683 -1.360
H 1.164 -2.158 -1.805
```

## Properties
Gap between HOMO and LUMO (spin up / spin down) in eV: 4.04 / 4.02
HOMO level (spin up / spin down) in eV: -0.40 / -0.37
Multiplicity: 2
Net charge: -2
ΔE to the lowest compared entry with this formula, charge and spin in eV: 0.717

| no. | electronic energy (eV) |
| --- | --- |
| 1 | -90418.90661 |
| 2 | -196774.53346 |